Entry from the Open Molecules 2025 dataset: a structure of composition C18H24AsN2O9PRuS in a non-equilibrium geometry (ωB97M-V with the def2-TZVPD basis set).

Geometry as XYZ:
```
57
Properties=species:S:1:pos:R:3:nbo_charge:R:1
Ru 0.427 -0.094 0.748 1.064
O 1.902 -2.351 1.904 -1.032
As 0.269 -2.965 1.857 2.382
O 0.137 -4.501 1.434 -1.012
O -0.259 -1.775 0.584 -0.798
C -0.891 -2.409 3.293 -0.451
C -1.541 -3.499 3.851 -0.160
C -2.520 -3.321 4.828 -0.134
C -2.875 -2.051 5.239 -0.162
C -2.246 -0.939 4.686 -0.156
C -1.264 -1.114 3.724 -0.298
S -0.464 0.360 3.215 2.326
O -0.955 0.678 1.690 -0.669
O -0.761 1.462 4.038 -0.810
O 0.921 0.007 2.899 -0.935
H 2.542 -3.053 2.099 0.539
H -1.286 -4.497 3.513 0.273
H -3.000 -4.189 5.260 0.257
H -3.633 -1.908 5.997 0.258
H -2.499 0.057 5.022 0.266
N 5.490 5.229 -0.179 -0.139
C 4.704 4.405 -0.035 0.200
C 3.721 3.374 0.132 -0.036
C 2.386 3.704 0.353 -0.173
C 1.461 2.693 0.481 0.072
N 1.829 1.403 0.433 -0.466
C 3.119 1.075 0.241 0.066
C 4.093 2.032 0.072 -0.181
H 2.070 4.735 0.415 0.274
H 0.411 2.906 0.630 0.243
H 3.369 0.021 0.240 0.231
H 5.122 1.743 -0.087 0.275
C 1.141 -1.609 -3.923 -0.638
C 0.714 -1.754 -2.486 -0.049
O -0.509 -0.986 -2.257 -0.823
P -0.566 0.259 -1.310 2.174
O -2.076 0.600 -1.179 -0.829
C -3.151 -0.404 -1.030 -0.054
C -3.913 -0.513 -2.323 -0.641
O 0.104 1.501 -1.972 -0.845
C -0.381 2.043 -3.267 -0.063
C 0.761 2.778 -3.911 -0.635
H 2.038 -2.204 -4.097 0.247
H 1.366 -0.571 -4.168 0.212
H 0.359 -1.971 -4.589 0.242
H 1.496 -1.397 -1.802 0.151
H 0.468 -2.781 -2.225 0.224
H -3.763 -0.022 -0.217 0.211
H -2.701 -1.351 -0.736 0.193
H -4.322 0.454 -2.614 0.233
H -4.742 -1.207 -2.189 0.247
H -3.277 -0.892 -3.123 0.223
H -1.221 2.692 -3.034 0.212
H -0.727 1.204 -3.871 0.199
H 1.112 3.590 -3.275 0.222
H 0.418 3.211 -4.851 0.254
H 1.593 2.109 -4.128 0.219
```

## Properties
- E_HOMO (spin up / spin down) (eV) = -16.19 / -16.19
- orbital gap (spin up / spin down) (eV) = 6.718 / 6.755
- energy above the lowest of the compared OMol25 structures with the same formula, charge and spin (kJ/mol) = 92.45
- total energy (eV) = -123991.386
- charge = +2

---

Entry from the Open Molecules 2025 dataset: a structure of composition C18H24BN12O4STl (ωB97M-V with the def2-TZVPD basis set).

Geometry as XYZ:
```
61
Properties=species:S:1:pos:R:3:nbo_charge:R:1
Tl 0.193 0.550 -0.188 0.859
C 2.596 0.295 3.955 -0.223
C 2.279 1.345 3.209 -0.074
N 2.463 1.040 1.807 -0.139
N 2.896 -0.115 1.665 -0.122
C 3.131 -0.713 2.990 0.121
B 2.791 -2.490 -0.304 1.175
N 1.430 -2.804 0.074 -0.511
C 0.949 -3.888 0.899 0.193
C -0.488 -3.961 0.550 -0.182
C -0.729 -2.920 -0.290 -0.047
N 0.377 -2.213 -0.575 -0.187
N 3.022 -1.497 -1.360 -0.441
C 3.923 -1.514 -2.388 0.036
C 3.785 -0.356 -3.096 -0.336
C 2.764 0.345 -2.426 0.000
N 2.303 -0.337 -1.401 -0.368
N 3.921 -3.193 0.259 -0.474
C 4.036 -4.130 1.270 -0.027
C 5.346 -4.447 1.402 -0.303
C 6.008 -3.644 0.435 -0.004
N 5.170 -2.908 -0.242 -0.257
H 2.576 0.184 5.026 0.264
H 1.919 2.321 3.487 0.240
H 4.218 -0.802 3.092 0.263
H 1.511 -4.807 0.752 0.238
H -1.172 -4.687 0.955 0.251
H -1.667 -2.612 -0.723 0.238
H 4.596 -2.341 -2.515 0.252
H 4.336 -0.053 -3.968 0.249
H 2.361 1.320 -2.655 0.218
H 3.201 -4.458 1.859 0.227
H 5.784 -5.139 2.100 0.246
H 7.062 -3.593 0.215 0.226
O 0.663 -2.469 4.393 -0.868
S 1.078 -2.285 3.056 2.606
O 2.653 -2.049 3.022 -0.682
O 0.448 -1.302 2.231 -0.963
O 1.082 -3.684 2.371 -0.721
C -3.496 0.448 0.466 -0.078
N -4.676 0.731 1.273 -0.458
C -5.123 -0.524 1.887 -0.081
N -4.080 -1.131 2.720 -0.460
C -2.911 -1.374 1.885 -0.077
N -2.398 -0.140 1.258 -0.520
C -2.080 0.805 2.350 -0.090
N -3.229 1.096 3.194 -0.462
C -4.291 1.651 2.348 -0.081
C -3.708 -0.169 3.763 -0.081
H -3.144 1.378 0.012 0.197
H -3.767 -0.250 -0.330 0.197
H -5.405 -1.226 1.099 0.199
H -5.999 -0.324 2.505 0.209
H -3.186 -2.078 1.096 0.188
H -2.119 -1.812 2.495 0.204
H -1.724 1.743 1.910 0.191
H -1.283 0.372 2.958 0.213
H -3.943 2.588 1.908 0.199
H -5.165 1.860 2.966 0.209
H -4.578 0.031 4.389 0.208
H -2.920 -0.602 4.382 0.202
```

## Properties
- E_HOMO (spin up / spin down) (eV) = -11.11 / -11.11
- ⟨S²⟩ = 0.7767
- spin multiplicity = 2
- orbital gap (spin up / spin down) (eV) = 7.604 / 6.360
- energy above the lowest of the compared OMol25 structures with the same formula, charge and spin (kJ/mol) = 37.69
- total energy (eV) = -61323.805
- charge = +1

---

Entry from the Open Molecules 2025 dataset: a cluster of 2 separate species, C18H24ClN3O2 in total in a non-equilibrium geometry (ωB97M-V with the def2-TZVPD basis set).

Geometry as XYZ:
```
48
Properties=species:S:1:pos:R:3:nbo_charge:R:1
O 3.061 -3.890 0.751 -0.762
C 3.962 -3.266 -0.167 -0.043
C 3.572 -1.790 -0.586 -0.417
H 3.663 -1.303 0.423 0.229
H 4.640 -1.356 -1.047 0.213
C 2.415 -1.896 -1.205 -0.470
H 1.628 -2.412 -0.495 0.273
H 2.490 -2.345 -2.228 0.214
C 2.081 -0.342 -1.748 -0.008
N 0.954 -0.351 -2.656 -0.449
C -0.214 -1.327 -2.812 -0.315
C -1.085 -0.957 -1.707 0.566
N -0.922 -0.991 -0.123 -0.569
C -2.305 -0.631 0.141 0.372
N -2.971 -0.168 -0.758 -0.207
O -2.380 -0.652 -1.874 -0.308
C -2.463 -0.492 1.832 -0.416
C -1.351 0.292 2.261 -0.037
C -0.372 -0.084 2.798 -0.219
C 0.718 0.450 3.289 -0.175
C 0.869 1.977 3.079 -0.207
C -0.308 2.341 2.352 -0.154
C -1.401 1.714 1.903 -0.138
Cl -2.685 2.355 1.104 0.101
H -0.220 3.802 2.070 0.155
H 1.546 2.589 3.467 0.211
H 1.677 0.084 3.994 0.238
H -0.360 -1.215 2.881 0.211
H -3.436 -0.129 1.833 0.239
H -2.515 -1.486 2.196 0.230
H -0.710 -1.219 -3.685 0.226
H 0.320 -2.211 -2.453 0.263
C 0.564 0.977 -3.128 -0.205
C 0.304 1.895 -1.846 -0.361
C 1.391 1.888 -0.866 -0.437
C 1.529 0.492 -0.631 -0.416
H 0.890 0.216 0.032 0.252
H 2.367 0.291 0.247 0.167
H 1.035 2.492 -0.092 0.234
H 2.210 2.230 -1.497 0.191
H -0.074 2.812 -2.199 0.207
H -0.759 1.277 -1.550 0.172
H -0.116 0.843 -3.837 0.190
H 1.582 1.337 -3.485 0.165
H 2.965 0.053 -2.298 0.207
H 5.009 -3.304 0.290 0.153
H 4.002 -3.955 -1.011 0.152
H 3.296 -4.732 1.097 0.482
```

## Properties
- E_HOMO (eV) = -7.73
- orbital gap (eV) = 8.388
- energy above the lowest of the compared OMol25 structures with the same formula, charge and spin (kJ/mol) = 1619.68
- total energy (eV) = -40127.665

---

Entry from the Open Molecules 2025 dataset: a structure of composition C18H24CrN4O4S4 in a non-equilibrium geometry (ωB97M-V with the def2-TZVPD basis set).

Geometry as XYZ:
```
55
Properties=species:S:1:pos:R:3:nbo_charge:R:1
Cr 1.237 0.712 -0.705 0.895
C 1.843 2.566 1.793 -0.416
N 0.610 2.268 1.024 -0.505
C -0.281 1.468 1.906 -0.224
C -1.279 0.698 1.090 -0.220
N -0.736 -0.211 0.065 -0.493
C -1.689 -0.448 -1.013 -0.399
C -0.410 -1.500 0.696 0.066
C -1.487 -2.466 0.869 -0.182
C -1.179 -3.681 1.523 -0.258
C 0.059 -3.846 2.140 -0.221
C 1.060 -2.930 1.892 -0.204
C 0.822 -1.690 1.235 -0.188
S 2.141 -0.613 0.913 -0.208
C 0.053 3.519 0.539 0.080
C -0.188 4.506 1.503 -0.182
C -0.820 5.729 1.156 -0.228
C -1.391 5.833 -0.117 -0.210
C -1.282 4.801 -1.028 -0.187
C -0.546 3.626 -0.731 -0.148
S -0.182 2.549 -2.149 -0.193
H 1.615 3.059 2.729 0.172
H 2.409 3.229 1.105 0.221
H 2.427 1.666 1.963 0.236
H -0.794 1.943 2.795 0.199
H 0.280 0.671 2.293 0.227
H -1.859 1.437 0.560 0.210
H -1.862 0.092 1.799 0.200
H -2.621 -0.788 -0.541 0.164
H -1.269 -1.226 -1.631 0.221
H -1.936 0.413 -1.632 0.232
H -2.497 -2.247 0.499 0.207
H -1.873 -4.482 1.657 0.212
H 0.282 -4.686 2.772 0.210
H 2.048 -2.975 2.371 0.216
H 0.132 4.405 2.501 0.196
H -1.004 6.524 1.866 0.205
H -1.970 6.728 -0.350 0.208
H -1.805 4.805 -1.953 0.230
O 0.562 5.197 -3.457 -0.956
S 1.277 3.985 -3.468 2.421
O 1.097 3.168 -4.651 -0.924
O 2.875 0.885 -1.576 -0.877
O 2.471 4.000 -2.700 -0.913
C 0.447 -4.706 -1.988 -0.452
N -0.508 -5.816 -1.772 -0.617
C -0.286 -6.865 -0.947 0.144
N 0.724 -6.614 -0.120 -0.823
S 2.081 -0.193 -2.514 0.110
H 0.191 -4.247 -2.960 0.215
H 1.501 -5.069 -1.968 0.192
H 0.285 -4.015 -1.168 0.212
H -1.175 -5.961 -2.474 0.381
H 1.360 -5.855 -0.106 0.369
H 1.043 -7.351 0.467 0.378
```

## Properties
- E_HOMO (spin up / spin down) (eV) = -3.77 / -3.91
- ⟨S²⟩ = 3.8714
- spin multiplicity = 4
- orbital gap (spin up / spin down) (eV) = 6.249 / 6.399
- energy above the lowest of the compared OMol25 structures with the same formula, charge and spin (kJ/mol) = 445.86
- total energy (eV) = -104968.762
- charge = -1

---

Entry from the Open Molecules 2025 dataset: an isolated molecule of C18H24FN3O3S (ωB97M-V with the def2-TZVPD basis set).

Geometry as XYZ:
```
50
Properties=species:S:1:pos:R:3:nbo_charge:R:1
C -4.703 -2.105 -1.413 -0.630
C -3.775 -2.817 -0.456 -0.632
H -3.399 -3.749 -0.869 0.238
H -4.220 -2.998 0.517 0.236
S -2.307 -1.792 -0.141 2.307
O -1.482 -2.489 0.801 -0.960
O -1.752 -1.414 -1.411 -0.956
N -3.035 -0.485 0.628 -0.876
H -3.298 0.198 -0.070 0.408
C -2.315 0.132 1.714 -0.222
H -1.903 -0.685 2.304 0.230
H -3.026 0.695 2.326 0.209
C -1.187 1.088 1.237 -0.091
C -1.836 2.152 0.409 0.283
C -2.353 2.146 -0.858 -0.350
C -2.941 3.421 -1.050 -0.309
C -2.748 4.100 0.111 0.082
O -2.083 3.339 0.999 -0.399
H -3.019 5.090 0.420 0.206
H -3.434 3.776 -1.931 0.231
H -2.279 1.353 -1.576 0.247
N -0.181 0.327 0.513 -0.458
C 0.689 -0.436 1.390 -0.238
C 1.509 -1.435 0.563 -0.209
N 2.298 -0.749 -0.435 -0.433
C 3.625 -0.459 -0.210 0.100
C 4.271 0.736 -0.561 0.333
C 5.624 0.943 -0.377 -0.257
C 6.410 -0.043 0.186 -0.242
C 5.812 -1.239 0.549 -0.224
C 4.463 -1.441 0.349 -0.190
H 4.037 -2.397 0.608 0.204
H 6.405 -2.030 0.982 0.212
H 7.465 0.119 0.337 0.214
H 6.039 1.895 -0.671 0.226
F 3.579 1.788 -1.088 -0.343
C 1.434 0.069 -1.253 -0.215
H 1.999 0.566 -2.038 0.221
C 0.656 1.080 -0.408 -0.242
H 0.041 1.690 -1.065 0.218
H 1.355 1.743 0.132 0.174
H 0.698 -0.600 -1.713 0.218
H 2.141 -2.011 1.236 0.207
H 0.807 -2.106 0.061 0.222
H 0.096 -1.005 2.103 0.215
H 1.374 0.233 1.947 0.166
H -0.764 1.585 2.132 0.198
H -5.502 -2.765 -1.744 0.223
H -4.135 -1.779 -2.281 0.231
H -5.146 -1.235 -0.936 0.214
```

## Properties
- E_HOMO (eV) = -7.39
- SMILES = CCS(=O)(=O)NC[C@H](c1ccco1)N1CCN(c2ccccc2F)CC1
- orbital gap (eV) = 8.012
- energy above the lowest of the compared OMol25 structures with the same formula, charge and spin (kJ/mol) = 0.00
- total energy (eV) = -43219.766

---

Q: Which of these has the highest energy above the lowest of the compared OMol25 structures with the same formula, charge and spin?
A: C18H24ClN3O2